[1]
The following is a quantum chemistry calculation of an isolated ion of composition C10H9O4 and charge -1 at a distorted geometry, from the OMol25 dataset.

```
! RIJCOSX wB97M-V def2-TZVPD def2/J DEFGRID3
* xyz -1 1
C -3.3473 0.7002 -0.2861
O 2.5217 2.4596 -0.1036
C 0.9141 -2.3113 -0.0110
H 3.2168 3.0580 -0.4223
C 2.9889 1.2111 -0.0506
O 4.1210 0.9118 -0.3307
C -3.1749 -0.6705 -0.1520
H -2.3392 2.5857 -0.4039
H -4.0426 -1.3204 -0.1690
C -1.9236 -1.2177 0.0128
C -2.2253 1.5135 -0.2801
H 1.2689 0.8567 1.2073
H -0.1118 1.6385 -0.1825
H -4.3372 1.1286 -0.3994
H 2.4531 -0.4369 1.2319
H -1.7933 -2.2824 0.1155
O 0.1669 -3.2881 -0.0678
C -0.7630 -0.4103 0.0312
C -0.9652 0.9768 -0.1359
C 1.8302 0.1720 0.5698
H 2.7478 -1.7221 -0.2236
O 2.2803 -2.5625 -0.1504
C 0.5139 -0.9901 0.2003
*
```

The lowest unoccupied orbital energy comes out at 0.106 Eh. For the HOMO energy, the calculation gives -2.921 eV. Its orbital gap is 5.82 eV. The energy above the lowest of the compared OMol25 structures with the same formula, charge and spin comes out at 0.00 kcal per mole. As for the SMILES: O=C(O)C/C(=C(/[O-])O)c1ccccc1.

Atomic partial charges in e from the Löwdin method, atoms 1 to 8: atom 1 (C): -0.16, atom 2 (O): 0.07, atom 3 (C): -0.57, atom 4 (H): 0.12, atom 5 (C): -0.50, atom 6 (O): 0.06, atom 7 (C): -0.13, atom 8 (H): 0.09

***

[2]
The following is a quantum chemistry calculation of a 13-piece molecular cluster, C51H123N5O13 overall at a distorted geometry, from the OMol25 dataset.

```
! RIJCOSX wB97M-V def2-TZVPD def2/J DEFGRID3
* xyz 0 1
C 6.9457 6.9671 -19.1531
C 11.2718 6.8753 -18.7196
H 9.2345 5.6881 -7.3189
O 8.8094 16.0206 -17.7083
C 10.9834 3.9465 -10.9078
C 3.6431 8.4110 -20.4679
C 6.6262 9.4389 -10.8320
C 12.9495 10.1281 -19.6998
H 8.4306 13.9886 -17.3721
H 5.9197 14.2175 -17.6219
H 7.2455 11.9686 -16.3017
C 9.9053 10.7367 -13.1776
H 10.3470 3.8598 -8.3302
N 5.8855 8.3646 -21.4146
C 5.4029 9.7977 -19.3606
H 5.5642 11.0022 -12.6293
H 13.8320 7.4227 -17.4646
H 8.1690 11.0768 -18.1869
H 13.1032 6.4576 -20.8215
H 5.4437 10.9006 -10.3522
H 10.3317 7.2164 -19.1609
C 8.6611 4.8424 -9.2741
N 9.5016 5.7462 -10.0564
H 10.3358 5.0157 -13.2781
H 7.2124 9.1680 -11.7042
C 5.8607 5.8636 -13.0103
H 13.4915 10.5844 -21.7897
C 5.4556 7.3093 -19.2300
H 7.4131 6.7789 -23.1841
H 7.2120 9.3860 -9.9118
H 7.3540 8.4402 -23.5749
H 12.1956 11.7962 -18.4724
H 9.8574 8.1162 -13.3140
H 4.4601 14.7153 -18.5498
H 14.2222 12.7467 -13.4694
H 9.4907 14.7066 -16.2166
H 12.2144 13.9817 -13.3631
H 11.8933 10.1034 -21.5697
C 8.2838 9.1444 -20.8651
H 15.5378 9.3800 -12.9498
H 5.1127 2.8691 -14.5413
O 6.0743 15.9098 -18.7883
C 16.0201 12.9598 -14.2219
H 7.2634 9.3978 -16.4446
H 8.9092 2.8967 -8.3590
H 4.8905 15.5712 -17.0753
H 9.0250 15.0379 -12.1037
O 11.0271 11.8068 -15.5938
C 13.3511 8.4600 -21.5147
N 3.9861 5.4292 -14.6863
H 11.1857 9.4404 -17.4132
C 11.4782 6.3765 -11.2586
H 7.8634 6.5057 -8.0561
H 11.3359 3.5520 -11.8622
H 1.4458 4.8827 -15.6597
H 7.4764 7.7415 -18.5951
H 3.3882 7.5296 -21.0619
C 12.2031 11.4711 -19.5165
C 3.9720 3.1859 -12.8279
C 10.4887 9.9129 -14.3144
H 5.0704 7.5462 -18.2311
H 9.4586 12.1451 -17.7712
C 4.7227 9.8583 -13.9435
H 1.9181 3.5908 -12.8273
H 7.6757 4.9041 -7.3483
H 7.7840 9.1927 -14.0284
C 5.2274 3.5300 -13.6740
H 8.8596 7.7256 -22.9460
H 17.0481 12.6886 -13.9996
H 11.3761 5.8149 -18.9529
H 8.5572 6.5904 -20.5731
O 15.1038 12.3361 -13.3438
H 10.0330 10.2137 -12.2188
H 11.3353 15.7441 -11.6281
H 9.6512 16.4145 -12.9775
C 6.2974 5.0465 -15.2734
C 7.3115 8.0713 -21.4289
H 5.9965 4.5271 -16.1844
H 8.3906 12.5960 -15.0608
H 10.3897 11.6949 -12.9819
H 6.1027 6.8791 -13.3258
C 9.8143 8.5280 -14.3209
C 1.5115 5.4876 -14.7513
H 5.2780 5.8969 -12.0890
C 11.9930 9.6692 -14.1067
N 10.2925 10.6137 -15.5908
H 8.8641 4.4944 -12.5754
H 4.8346 6.4298 -19.4288
C 8.6185 14.9213 -16.8458
O 4.0801 6.7244 -15.2575
O 12.6151 13.3185 -13.9559
C 8.3488 8.6302 -14.7731
H 12.1269 6.3466 -10.3849
H 8.7450 8.7179 -16.9420
C 9.6133 5.2907 -12.5061
C 13.7308 7.1221 -18.5129
H 12.3815 9.3932 -15.0896
H 3.0736 5.6733 -11.7471
H 9.2423 2.5791 -10.8517
H 3.5143 6.6258 -16.0313
O 5.4311 9.2783 -22.4091
H 14.6493 7.5278 -18.9429
C 7.7764 7.7533 -22.8395
H 3.8884 2.0973 -12.8188
H 6.9275 16.0947 -18.3577
H 7.0016 5.9588 -21.0457
H 5.7575 8.7904 -10.6935
H 6.1773 3.2660 -13.2117
H 6.4966 6.0771 -15.5752
C 12.4753 7.6744 -19.1908
H 14.7567 11.3246 -19.5502
C 12.5928 7.4219 -20.7397
H 8.8249 10.8639 -13.2323
H 15.6699 12.9232 -15.2537
H 9.1020 6.2222 -12.7429
H 5.6194 9.2954 -14.2310
C 2.7579 5.2335 -13.9027
H 12.2635 8.8658 -13.4189
C 9.1178 11.1131 -17.6514
H 11.1712 6.9693 -17.6339
C 10.3636 5.3270 -11.1601
C 7.4859 6.8138 -20.5669
H 14.4235 8.4605 -21.2694
H 13.4264 8.1985 -22.5748
H 16.0424 14.0401 -14.0007
C 14.3718 10.3775 -19.1580
H 11.7128 11.6723 -16.2644
H 11.8781 4.0799 -10.2942
C 5.3023 15.0557 -17.9493
O 15.0157 9.7595 -12.2378
H 1.4738 6.5275 -15.0893
H 9.8995 10.4890 -18.0803
H 8.0929 10.0902 -21.3773
H 11.5837 7.2377 -21.1163
C 2.7512 3.7466 -13.5252
H 15.0898 9.6128 -19.4457
H 12.0676 6.1973 -12.1628
C 8.9404 10.7235 -16.1886
H 5.3117 10.1133 -21.9282
H 8.9793 16.7895 -17.1546
H 14.2871 10.5846 -18.0905
O 11.0936 15.1137 -12.3063
H 7.4927 4.0994 -10.9761
O 9.0231 7.0527 -10.2145
H 7.7931 15.0509 -16.1345
N 12.2236 9.0984 -18.9748
H 11.0816 7.3810 -11.4023
H 7.8718 7.6588 -14.9036
H 3.2402 9.2423 -21.0474
H 8.1197 9.3774 -19.8099
H 5.2093 9.7082 -18.2974
H 12.4974 10.5339 -13.6752
H 6.9960 6.0699 -18.5317
H 3.2288 7.0549 -12.8560
C 7.9562 11.7057 -15.5084
H 0.6049 5.3042 -14.1763
H 1.6377 6.3871 -12.4568
O 6.1493 10.7926 -10.9971
H 7.2675 11.2228 -14.8119
C 7.3361 4.5729 -10.0103
C 5.2509 4.9805 -14.1348
H 10.6223 2.0645 -9.9111
H 9.3065 7.4798 -9.3976
H 4.2046 9.2642 -13.1822
H 4.8408 10.6528 -19.7637
H 14.9356 10.7076 -12.4759
H 11.8625 12.8404 -14.3653
H 6.7977 5.3760 -12.7386
H 7.2481 4.6452 -14.9163
H 6.4016 10.1971 -19.5611
C 9.4912 3.6001 -8.9600
C 12.9016 9.8728 -21.2057
H 9.3029 8.7589 -20.8665
C 10.0537 2.9446 -10.2183
C 9.7981 15.3377 -12.8160
O 12.1336 9.3942 -17.5987
H 6.9188 5.5656 -10.1978
C 2.6802 6.1338 -12.6533
H 6.6212 4.0764 -9.3526
C 8.3141 9.3300 -16.1410
H 11.1459 11.3497 -19.7668
H 2.4622 3.1870 -14.4168
H 3.0866 8.2959 -19.5350
C 5.1369 8.5077 -20.1642
C 8.3464 5.5355 -7.9358
H 10.2661 7.7879 -14.9870
H 13.7357 6.0326 -18.5095
H 9.6205 14.8887 -13.7881
H 4.0874 9.8610 -14.8270
H 12.6215 12.2737 -20.1207
H 4.2147 3.4813 -11.8044
O 5.0381 11.1394 -13.4480
*
```

The lowest unoccupied orbital energy comes out at 0.011 Eh. For the HOMO energy, the calculation gives -8.083 eV. Its orbital gap is 8.39 eV. The energy above the lowest of the compared OMol25 structures with the same formula, charge and spin comes out at 18.74 kcal per mole.

Atomic partial charges in e from the Löwdin method, atoms 1 to 8: atom 1 (C): -0.16, atom 2 (C): -0.04, atom 3 (H): 0.09, atom 4 (O): -0.10, atom 5 (C): -0.13, atom 6 (C): -0.04, atom 7 (C): -0.10, atom 8 (C): -0.51

***

Q: Among the records above, which one has the lowest orbital gap?
A: C10H9O4

***

Q: What is the energy above the lowest of the compared OMol25 structures with the same formula, charge and spin in the second record?
A: 18.74 kcal per mole

***

Q: Which formula does entry 2 have?
A: C51H123N5O13

***

Q: Among the records above, which one has the lowest lowest unoccupied orbital energy?
A: C51H123N5O13